{"formula": "H4NO2PS", "method": "wB97M-V/def2-TZVPD", "species": ["N", "P", "O", "O", "S", "H", "H", "H", "H"], "positions_angstrom": [[0.536439, -1.064925, -0.529973], [0.555804, 0.509279, 0.099067], [-1.149882, 0.577654, 0.942091], [0.138776, 1.400173, -1.149884], [1.969126, 1.362017, 1.244528], [1.107292, -1.206009, -1.476698], [1.073086, -1.627918, 0.103836], [-1.033346, 0.155263, 1.749328], [-0.674043, 1.147334, -1.408628]], "forces_ev_per_angstrom": [[2.05, 0.25, -2.19], [-2.25, 1.73, 2.63], [3.48, 0.81, -4.36], [4.62, 1.00, 1.64], [-1.69, -1.67, -1.57], [-1.72, 0.94, 2.46], [0.04, -0.68, 0.61], [0.28, -1.20, 2.56], [-4.82, -1.19, -1.79]], "smiles": "NP(O)(O)=S", "gap_ha": 0.351, "homo_energy_ev": -9.293}

---

{"formula": "H4NO2SSi", "method": "wB97M-V/def2-TZVPD", "species": ["N", "O", "O", "Si", "S", "H", "H", "H", "H"], "positions_angstrom": [[-1.993827, 0.526209, -1.162225], [3.568598, -1.850686, 0.057647], [0.188431, 1.195273, 0.501923], [-1.337968, 0.442326, 0.358751], [1.638827, 0.902052, -0.074700], [2.626735, -1.733643, -0.068925], [-1.581736, -0.003880, -1.920166], [-2.017150, 1.365718, 1.266792], [-1.091910, -0.843368, 1.040904]], "forces_ev_per_angstrom": [[0.22, -0.03, 0.84], [0.89, -0.11, 0.15], [1.47, 0.74, 0.32], [-1.19, -0.02, -2.04], [-0.17, -0.30, 0.03], [-1.00, 0.26, -0.16], [-0.01, -0.16, 0.08], [-0.37, 0.05, 0.45], [0.15, -0.43, 0.31]], "gap_ha": [0.212, 0.167], "charge": -1, "homo_energy_ev": [-3.507, -3.556]}

---

{"formula": "H4NO2SSi", "method": "wB97M-V/def2-TZVPD", "species": ["N", "O", "O", "Si", "S", "H", "H", "H", "H"], "positions_angstrom": [[-0.252524, 2.478939, -0.500334], [0.381835, -0.313181, 0.341387], [2.103964, 1.967228, -0.270374], [-0.283766, -1.689930, 0.078470], [0.816048, 1.812635, 0.390543], [-1.168672, 2.415922, -0.075055], [0.066237, -2.652826, 1.171098], [-1.774417, -1.659272, 0.052001], [0.111295, -2.359514, -1.187735]], "forces_ev_per_angstrom": [[0.53, -0.21, 0.10], [0.76, 1.56, 0.09], [0.11, -0.35, 0.17], [-0.27, -0.74, 0.15], [-0.66, 0.53, -0.54], [-0.12, -0.20, 0.33], [-0.09, -0.29, -0.01], [-0.27, -0.10, -0.05], [0.01, -0.21, -0.24]], "gap_ha": 0.320, "charge": -1, "homo_energy_ev": -4.905}

---

{"formula": "H4NOPS", "method": "wB97M-V/def2-TZVPD", "species": ["O", "P", "S", "H", "N", "H", "H", "H"], "positions_angstrom": [[-1.029849, -0.842090, 0.024041], [-1.929708, 0.481310, 0.184944], [-3.759342, -0.084363, -0.067864], [-0.057401, -0.618172, 0.050570], [1.447389, 0.156479, -0.026923], [1.381573, 1.145205, -0.238670], [1.966546, 0.052678, 0.836808], [1.980790, -0.291047, -0.762907]], "forces_ev_per_angstrom": [[-0.33, 0.17, 0.06], [-0.82, -0.94, -0.26], [0.76, 0.48, 0.18], [-0.02, 0.31, 0.02], [0.28, -0.13, 0.04], [0.01, -0.02, 0.00], [0.05, 0.05, -0.02], [0.07, 0.07, -0.01]], "smiles": "OP=S.N", "gap_ha": 0.314, "homo_energy_ev": -8.767}

---

{"formula": "H4NPS2", "method": "wB97M-V/def2-TZVPD", "species": ["N", "P", "S", "S", "H", "H", "H", "H"], "positions_angstrom": [[-1.229284, 0.191561, -0.490987], [-1.536022, -1.310540, -0.580449], [1.873846, 1.839064, -0.489330], [-0.242000, -1.950000, 1.042743], [-1.657399, 0.934906, -1.073504], [1.547418, 2.663531, 0.504018], [2.082824, 0.773186, 0.335766], [-0.839384, -3.141709, 0.751743]], "forces_ev_per_angstrom": [[-0.75, 3.82, -1.41], [0.26, -2.73, 0.77], [0.17, -0.57, 0.11], [-0.96, -0.84, -0.86], [0.82, -0.37, 0.88], [-0.02, 0.04, 0.22], [-0.15, 0.55, -0.32], [0.63, 0.11, 0.62]], "multiplicity": 3, "gap_ha": [0.268, 0.253], "homo_energy_ev": [-6.533, -9.545]}

---

{"formula": "H4NS", "method": "wB97M-V/def2-TZVPD", "species": ["N", "H", "H", "H", "S", "H"], "positions_angstrom": [[0.721677, -0.378197, 1.033230], [-0.082897, -0.493282, 0.392093], [0.692907, 0.554790, 1.364739], [1.609850, -0.311740, 0.536400], [-1.646236, 0.836211, -1.219842], [-1.295301, -0.207782, -2.106620]], "forces_ev_per_angstrom": [[0.56, -0.88, 0.01], [0.76, 0.49, 0.03], [-0.80, 1.07, 0.54], [-0.45, -0.65, -0.53], [0.31, -1.14, -0.97], [-0.37, 1.11, 0.91]], "gap_ha": 0.274, "charge": -1, "homo_energy_ev": -2.582}

---

{"formula": "H4O2", "method": "wB97M-V/def2-TZVPD", "species": ["O", "H", "H", "O", "H", "H"], "positions_angstrom": [[0.225350, 1.391795, 0.755762], [-0.713021, 1.207635, 0.713697], [0.643431, 0.557794, 0.541579], [0.313365, -0.915858, -0.648386], [-0.195134, -1.342402, 0.041352], [-0.273991, -0.898964, -1.404004]], "forces_ev_per_angstrom": [[0.36, 1.29, 0.77], [-0.30, -0.31, -0.17], [-0.07, -0.49, -0.54], [1.56, 0.20, 0.04], [-0.78, -0.70, 0.69], [-0.76, 0.00, -0.80]], "multiplicity": 2, "gap_ha": [0.146, 0.423], "charge": -1, "homo_energy_ev": [1.104, -6.296]}

---

{"formula": "H4O2", "method": "wB97M-V/def2-TZVPD", "species": ["O", "H", "H", "O", "H", "H"], "positions_angstrom": [[2.300257, 0.192231, -0.512542], [3.121827, -0.292548, -0.753922], [1.592357, -0.490718, -0.539192], [-2.160491, -0.160458, 0.641678], [-2.413661, 0.296151, -0.192382], [-2.440291, 0.455341, 1.356357]], "forces_ev_per_angstrom": [[0.14, -1.19, -0.30], [-0.92, 0.49, 0.26], [0.75, 0.71, 0.06], [-0.54, 1.08, -0.14], [0.26, -0.45, 0.93], [0.31, -0.64, -0.80]], "smiles": "O.O", "gap_ha": 0.453, "homo_energy_ev": -11.435}

---

{"formula": "H4O2", "method": "wB97M-V/def2-TZVPD", "species": ["O", "H", "H", "O", "H", "H"], "positions_angstrom": [[19.367572, 15.721925, 26.645267], [19.742994, 15.010861, 27.164577], [18.448292, 15.753100, 26.910183], [16.908806, 19.486847, 24.306405], [16.785180, 19.128010, 23.427664], [17.687240, 19.041022, 24.640357]], "forces_ev_per_angstrom": [[0.09, 0.15, -0.17], [0.14, -0.17, 0.11], [-0.25, 0.04, 0.05], [-0.15, 0.15, 0.11], [-0.06, -0.06, -0.23], [0.22, -0.10, 0.13]], "smiles": "O.O", "gap_ha": 0.454, "homo_energy_ev": -11.556}

---

{"formula": "H4O2", "method": "wB97M-V/def2-TZVPD", "species": ["O", "H", "H", "O", "H", "H"], "positions_angstrom": [[0.935785, -0.075033, -0.056521], [1.367056, 0.760426, 0.153379], [1.551584, -0.784617, 0.113274], [-1.696992, -0.129638, 0.008032], [-1.375816, 0.773810, -0.112171], [-0.781616, -0.544947, -0.105991]], "forces_ev_per_angstrom": [[0.24, 0.23, -0.20], [0.09, -0.24, 0.05], [0.42, -0.08, 0.12], [1.88, -0.49, -0.40], [-0.64, 0.15, 0.08], [-1.99, 0.42, 0.36]], "smiles": "O.O", "gap_ha": 0.407, "homo_energy_ev": -10.582}

---

{"formula": "H4O2", "method": "wB97M-V/def2-TZVPD", "species": ["O", "H", "H", "O", "H", "H"], "positions_angstrom": [[-1.114765, -0.489853, 1.123092], [-1.704805, -0.576441, 0.346911], [-0.159347, -0.681924, 0.910701], [1.070939, 0.564485, -1.133892], [1.199698, -0.371264, -0.906052], [1.015064, 1.032574, -0.265167]], "forces_ev_per_angstrom": [[0.85, -0.19, -0.13], [1.14, -0.03, 0.39], [-2.04, 0.20, -0.17], [-0.02, 0.09, 1.18], [0.03, 0.48, -0.17], [0.04, -0.54, -1.08]], "smiles": "O.O", "gap_ha": 0.447, "homo_energy_ev": -11.619}

---

{"formula": "H4O2", "method": "wB97M-V/def2-TZVPD", "species": ["O", "H", "H", "O", "H", "H"], "positions_angstrom": [[0.310701, -1.286762, 0.384113], [-0.389560, -0.890893, 0.901585], [-0.067752, -1.300546, -0.508000], [0.312198, 1.345499, -0.038476], [-0.452055, 1.715966, -0.551133], [0.286468, 0.416737, -0.188090]], "forces_ev_per_angstrom": [[-0.12, -0.32, -0.69], [-0.25, 0.00, 0.56], [0.14, -0.53, 0.15], [-1.34, 2.28, -0.70], [1.16, -0.41, 0.73], [0.41, -1.02, -0.05]], "smiles": "O.O", "gap_ha": 0.440, "homo_energy_ev": -11.366}

---

{"formula": "H4O2", "method": "wB97M-V/def2-TZVPD", "species": ["O", "H", "H", "O", "H", "H"], "positions_angstrom": [[-0.475699, 0.953938, 1.254567], [-0.313137, 0.428711, 2.116191], [-0.069479, 0.508246, 0.521727], [0.088576, -0.718749, -0.976624], [0.959804, -1.031955, -1.255784], [-0.190065, -0.140191, -1.660077]], "forces_ev_per_angstrom": [[-0.22, -0.23, 3.03], [-0.25, 1.15, -2.55], [0.41, -0.92, -0.33], [0.78, -0.89, 0.83], [-0.21, 0.04, 0.09], [-0.51, 0.84, -1.07]], "smiles": "O.O", "gap_ha": 0.424, "homo_energy_ev": -10.827}

---

{"formula": "H4O2P2", "method": "wB97M-V/def2-TZVPD", "species": ["O", "O", "P", "P", "H", "H", "H", "H"], "positions_angstrom": [[0.983068, -1.118629, -0.607894], [0.326400, -0.109840, 1.722802], [-0.952817, 1.587216, -0.200290], [-0.815344, -0.396417, 0.574602], [0.915983, -2.109162, -0.624700], [1.127257, -0.644048, 1.414618], [-1.757053, 1.333551, -1.270200], [0.172506, 1.457329, -1.008938]], "forces_ev_per_angstrom": [[-2.69, -0.23, 1.58], [0.46, -0.72, -0.56], [0.52, 1.14, 0.54], [3.33, -1.94, -1.07], [-0.10, 1.25, -0.05], [-1.14, 0.88, 0.30], [-1.02, -0.44, -0.75], [0.63, 0.06, 0.01]], "gap_ha": 0.323, "homo_energy_ev": -9.588}

---

{"formula": "H4O2Sn", "method": "wB97M-V/def2-TZVPD", "species": ["Sn", "O", "H", "H", "O", "H", "H"], "positions_angstrom": [[0.425630, -13.702050, -17.911540], [1.599450, -9.927380, -16.489560], [1.048930, -9.144440, -16.477020], [2.494750, -9.590680, -16.525580], [-0.827290, -17.544530, -18.947350], [-0.598030, -18.380360, -18.541040], [-1.087200, -17.774630, -19.839390]], "forces_ev_per_angstrom": [[-0.02, -0.02, 0.06], [-0.25, -0.83, -0.21], [-0.26, 0.31, 0.03], [0.39, 0.11, 0.01], [0.18, 0.84, 0.24], [0.10, -0.33, 0.23], [-0.14, -0.09, -0.36]], "gap_ha": 0.166, "charge": 2, "homo_energy_ev": -18.348}

---

{"formula": "H4OS2", "method": "wB97M-V/def2-TZVPD", "species": ["S", "S", "H", "H", "O", "H", "H"], "positions_angstrom": [[0.000000, 0.000000, 0.000000], [-1.007120, 0.958020, 1.472359], [1.250460, 0.479710, 0.169490], [-0.975840, -0.003860, 2.419089], [-0.195520, -3.644818, 2.222149], [0.490850, -2.944349, 2.302739], [-0.740110, -3.553329, 3.036579]], "forces_ev_per_angstrom": [[0.32, -0.34, -0.51], [-0.17, 0.18, 0.48], [-0.19, 0.04, 0.17], [0.05, 0.11, -0.13], [0.12, 0.84, 0.95], [-0.74, -0.73, -0.10], [0.61, -0.09, -0.86]], "smiles": "SS.O", "gap_ha": 0.371, "homo_energy_ev": -9.730}

---

{"formula": "H4S4", "method": "wB97M-V/def2-TZVPD", "species": ["S", "S", "H", "H", "S", "S", "H", "H"], "positions_angstrom": [[-2.065292, 1.199084, -0.657476], [-1.850518, -0.548423, 0.428051], [-0.770466, 1.307660, -1.010056], [-1.690583, 0.067669, 1.597246], [2.254360, -0.206328, 1.042317], [1.601972, -0.494196, -0.920282], [2.138398, 1.129257, 0.980788], [0.653087, -1.349293, -0.581427]], "forces_ev_per_angstrom": [[0.15, -0.24, -0.08], [-0.28, 0.23, -0.17], [-0.04, 0.05, -0.02], [0.10, -0.10, 0.33], [0.05, 0.19, -0.36], [0.63, 0.11, 0.06], [-0.09, -0.05, 0.20], [-0.52, -0.19, 0.04]], "smiles": "SS.SS", "gap_ha": 0.342, "homo_energy_ev": -9.117}

---

Calculated calculated total energy in order - -25775.24005, -24360.71854, -24363.64088, -23727.57629, -32510.96747, -12391.18927, -4158.72155, -4159.70938, -4159.75340, -4159.64149, -4159.59235, -4159.57994, -4159.75922, -22735.74777, -9968.68678, -23782.61128, -43405.56398 eV
Calculated ΔE to the lowest compared entry with this formula, charge and spin in order - 119.8, 350.7, 68.8, 0.0, 97.2, 18.1, 14.9, 22.1, 17.9, 28.7, 33.4, 34.6, 17.3, 211.3, 307.9, 16.1, 3.8 kJ/mol